Record 1
Formula: C6H13P
Source: the Open Molecules 2025 dataset
Level of theory: the ωB97M-V functional and the def2-TZVPD basis

Structure (XYZ):
```
20
Properties=species:S:1:pos:R:3
C 0.624 0.051 -1.785
C 1.156 2.466 2.905
C -0.238 2.341 2.540
C 0.886 1.675 1.898
C -1.937 -1.028 -1.225
C 0.599 -2.572 -0.756
P -0.134 -0.918 -0.443
H 0.077 0.987 -1.865
H 1.751 0.256 -1.641
H 0.558 -0.462 -2.729
H 1.895 3.049 3.414
H -0.972 1.759 3.225
H -0.890 3.168 2.050
H 1.016 1.130 1.030
H -1.924 -1.671 -2.070
H -2.568 -1.199 -0.445
H -2.087 -0.003 -1.509
H -0.263 -3.332 -0.926
H 1.259 -2.609 -1.670
H 1.194 -3.090 0.003
```

Properties
- largest force on an atom (eV/Å) = 5.0
- total energy (hartree) = -577.611558
- charge = 0
- SMILES = C1=CC1.CP(C)C
- ΔE to the lowest compared entry with this formula, charge and spin (kJ/mol) = 326.14
- Kohn-Sham gap (eV) = 9.5


Record 2
Formula: C8H8N3OS
Source: the Open Molecules 2025 dataset
Level of theory: the ωB97M-V functional and the def2-TZVPD basis

Structure (XYZ):
```
21
Properties=species:S:1:pos:R:3
C 2.665 1.249 0.521
C 3.144 0.159 -0.141
C 0.987 0.384 -0.475
C -1.797 -1.488 0.705
C -2.397 -0.285 0.987
C -0.662 -1.651 -0.050
C -1.767 1.012 0.641
C -0.327 0.023 -1.003
N 1.327 1.380 0.317
N 2.072 -0.372 -0.798
N -1.387 0.886 -0.768
O -2.278 1.064 -1.693
S 0.488 -2.820 -0.120
H 3.204 1.948 1.131
H 4.120 -0.274 -0.202
H -2.322 -2.401 0.972
H -3.431 -0.277 1.308
H -2.482 1.831 0.730
H -0.851 1.240 1.195
H -0.299 -0.324 -2.034
H 1.993 -1.283 -1.226
```

Properties
- largest force on an atom (eV/Å) = 3.4
- total energy (hartree) = -947.259069
- charge = -1
- ΔE to the lowest compared entry with this formula, charge and spin (kJ/mol) = 0.00
- Kohn-Sham gap (spin up / spin down) (eV) = 5.7 / 6.7


Record 3
Formula: C25H42Cl2NPSn
Source: the Open Molecules 2025 dataset
Level of theory: the ωB97M-V functional and the def2-TZVPD basis

Structure (XYZ):
```
72
Properties=species:S:1:pos:R:3
P 0.602 0.108 -0.998
C 1.031 1.758 -0.406
C 1.355 2.674 -1.596
C 1.889 4.006 -1.069
C 0.949 4.664 -0.040
C 0.488 3.724 1.084
C 0.011 2.368 0.576
C -1.136 -0.139 -1.379
C -1.460 0.757 -2.579
C -2.839 0.366 -3.110
C -3.924 0.360 -2.016
C -3.523 -0.361 -0.716
C -2.144 0.032 -0.219
C 1.756 -0.568 -2.245
C 3.195 -0.471 -1.703
C 4.225 -1.092 -2.653
C 3.868 -2.528 -3.075
C 2.406 -2.672 -3.533
C 1.409 -2.037 -2.553
H 1.968 1.570 0.167
H 0.455 2.831 -2.215
H 2.113 2.204 -2.243
H 2.047 4.683 -1.916
H 2.869 3.821 -0.601
H 1.462 5.533 0.393
H 0.068 5.046 -0.576
H 1.312 3.570 1.794
H -0.326 4.210 1.632
H -0.156 1.690 1.427
H -0.954 2.502 0.068
H -1.181 -1.204 -1.696
H -2.760 -0.638 -3.552
H -0.702 0.635 -3.371
H -1.447 1.821 -2.275
H -3.109 1.061 -3.912
H -4.825 -0.108 -2.431
H -4.186 1.404 -1.789
H -4.271 -0.145 0.053
H -3.537 -1.444 -0.891
H -1.848 -0.578 0.647
H -2.167 1.075 0.119
H 1.580 0.091 -3.121
H 3.472 0.575 -1.500
H 3.231 -1.011 -0.738
H 4.320 -0.470 -3.555
H 5.198 -1.087 -2.145
H 4.052 -3.209 -2.230
H 4.534 -2.844 -3.887
H 2.152 -3.734 -3.634
H 2.296 -2.205 -4.524
H 0.385 -2.126 -2.954
H 1.438 -2.592 -1.597
Sn 1.112 -2.128 3.201
Cl 0.227 -3.095 1.210
Cl 3.138 -1.707 2.013
C -0.109 -0.434 3.484
H 0.440 0.492 3.651
C -1.476 -0.527 3.882
C -2.294 -1.619 3.431
C -3.583 -1.779 3.892
C -4.137 -0.873 4.815
C -3.375 0.228 5.241
C -2.080 0.419 4.785
H -1.846 -2.317 2.706
H -4.181 -2.624 3.531
H -3.821 0.944 5.941
H -1.495 1.283 5.113
H -5.150 -1.022 5.185
N 1.679 -4.065 4.184
H 2.325 -3.858 4.951
H 2.138 -4.670 3.507
H 0.848 -4.525 4.559
```

Properties
- largest force on an atom (eV/Å) = 5.2
- total energy (hartree) = -2508.567232
- charge = 0
- ΔE to the lowest compared entry with this formula, charge and spin (kJ/mol) = 151.96
- Kohn-Sham gap (eV) = 4.9


Record 4
Formula: C5H8N2O2S
Source: the Open Molecules 2025 dataset
Level of theory: the ωB97M-V functional and the def2-TZVPD basis

Structure (XYZ):
```
18
Properties=species:S:1:pos:R:3
C -1.048 0.889 0.335
C 2.047 -0.581 -0.208
C -2.409 0.376 1.059
C -3.540 0.397 0.137
C 3.369 -0.447 -1.015
N -0.103 0.003 0.462
N 1.032 0.229 -0.255
O -0.947 1.952 -0.240
O 1.806 -1.591 0.587
S -4.123 -0.943 -0.568
H -2.370 -0.704 1.442
H -2.587 1.023 1.833
H -4.141 1.290 -0.203
H 3.128 -0.791 -2.030
H 4.146 0.396 -0.960
H 3.947 -1.217 -0.478
H 0.923 1.082 -0.866
H 0.868 -1.364 0.968
```

Properties
- largest force on an atom (eV/Å) = 3.8
- total energy (hartree) = -853.414181
- charge = 0
- ΔE to the lowest compared entry with this formula, charge and spin (kJ/mol) = 339.21
- Kohn-Sham gap (eV) = 8.5


Record 5
Formula: C3H8O3
Source: the Open Molecules 2025 dataset
Level of theory: the ωB97M-V functional and the def2-TZVPD basis

Structure (XYZ):
```
14
Properties=species:S:1:pos:R:3
C 0.616 1.793 -0.361
O 1.894 2.280 -0.012
C -0.363 1.878 0.862
H 0.191 2.517 -1.127
H 0.459 0.776 -0.830
H 2.489 1.722 -0.508
H 0.370 1.879 1.666
H -1.049 2.687 0.932
H -1.012 0.881 0.778
O -0.527 -2.627 -1.212
C -0.313 -1.978 -0.163
O -1.333 -1.707 0.760
H 0.648 -1.777 0.118
H -2.011 -2.411 0.660
```

Properties
- largest force on an atom (eV/Å) = 7.0
- total energy (hartree) = -344.771018
- charge = 0
- SMILES = O=CO.CCO
- ΔE to the lowest compared entry with this formula, charge and spin (kJ/mol) = 203.07
- Kohn-Sham gap (eV) = 10.8


Record 6
Formula: C2H4N4S
Source: the Open Molecules 2025 dataset
Level of theory: the ωB97M-V functional and the def2-TZVPD basis

Structure (XYZ):
```
11
Properties=species:S:1:pos:R:3
C -0.264 0.661 -0.213
C 0.941 -0.226 -0.023
H -1.085 2.496 0.118
H 0.762 2.295 -0.033
H -1.500 -1.857 0.555
H 0.735 -2.341 -0.024
N -0.175 1.950 0.067
N -1.329 -0.065 -0.248
N -1.062 -1.349 -0.175
N 0.318 -1.438 0.097
S 2.659 -0.126 -0.123
```

Properties
- largest force on an atom (eV/Å) = 3.4
- total energy (hartree) = -695.760105
- charge = 0
- SMILES = Nc1n[nH][nH]c1=S
- ΔE to the lowest compared entry with this formula, charge and spin (kJ/mol) = 188.56
- Kohn-Sham gap (eV) = 8.4


Record 7
Formula: CH7NOS2
Source: the Open Molecules 2025 dataset
Level of theory: the ωB97M-V functional and the def2-TZVPD basis

Structure (XYZ):
```
12
Properties=species:S:1:pos:R:3
S -2.470 0.974 1.007
S -2.935 -0.599 -0.315
H -1.141 0.736 1.022
H -3.879 0.146 -0.906
N 0.979 0.284 0.797
C 1.421 0.089 -0.589
O 1.659 -1.261 -0.897
H 0.878 -0.595 1.300
H 1.570 0.924 1.295
H 0.667 0.513 -1.260
H 2.381 0.570 -0.714
H 0.870 -1.782 -0.739
```

Properties
- largest force on an atom (eV/Å) = 0.7
- total energy (hartree) = -968.637384
- charge = 0
- SMILES = NCO.SS
- ΔE to the lowest compared entry with this formula, charge and spin (kJ/mol) = 29.66
- Kohn-Sham gap (eV) = 8.9